{"formula": "C3H12NO3", "method": "ωB97M-V with the def2-TZVPD basis set", "symbols": ["O", "O", "O", "N", "C", "C", "C", "H", "H", "H", "H", "H", "H", "H", "H", "H", "H", "H", "H"], "coordinates": [[-2.006, -0.743, 2.064], [1.522, -1.883, -0.353], [-0.949, -1.568, -2.333], [1.238, 0.752, 0.445], [2.227, 1.544, 0.565], [-0.026, 1.386, 0.702], [-0.859, 1.457, -0.370], [-0.129, 1.982, 1.583], [3.215, 1.243, 0.187], [-2.730, -0.767, 2.657], [-2.126, -0.866, 1.156], [1.211, -0.178, 0.031], [-1.728, 2.146, -0.149], [2.374, 2.563, 0.886], [1.260, -2.410, -1.143], [1.145, -2.286, 0.424], [-1.259, -2.418, -2.127], [-0.803, 1.125, -1.367], [-1.576, -1.078, -2.859]], "atomic_forces_ev_per_a": [[2.797, 0.611, 1.677], [0.024, 0.232, -1.021], [1.536, 1.864, 0.212], [-0.309, 3.237, 1.336], [3.056, -1.710, -1.423], [-1.710, -0.451, -3.413], [-0.978, 2.336, 3.723], [-0.082, -0.162, 0.494], [-0.455, -0.711, 0.217], [-1.437, -0.257, -0.040], [-1.331, -0.361, -1.653], [0.805, -1.032, -0.505], [0.831, -1.045, -0.472], [-1.632, 0.280, 0.567], [0.141, 0.618, 0.909], [-0.244, -0.661, 0.310], [-1.118, -1.598, 0.071], [0.574, -0.886, -0.715], [-0.470, -0.306, -0.273]], "lumo_ev": -4.77, "relative_energy_ev": 2.635, "homo_energy_ha": -0.5245, "energy_ev": -10929.511, "homo_lumo_gap_ev": 9.51, "charge": 1}